A molecular structure, C14H15O4PSn at a distorted geometry, computed with wB97M-V/def2-TZVPD.

Structure (XYZ):
```
35
Properties=species:S:1:pos:R:3:forces:R:3
Sn -0.3613 0.1286 -2.1400 -0.1 -0.6 2.3
O -0.3753 3.6422 -1.7830 -0.1 -2.0 -0.2
C -0.3452 2.5153 -1.8985 0.4 4.4 0.2
C -0.3679 -2.1970 -1.8355 -0.1 -5.2 1.5
O -0.3634 -3.3395 -1.7724 0.0 2.9 -0.6
C 1.9577 0.1627 -2.0020 8.4 0.2 0.2
O 3.1256 0.1603 -2.0100 -6.0 -0.1 0.0
C -2.7062 0.1422 -2.0337 -8.0 -0.3 0.1
O -3.8720 0.1529 -1.9991 5.6 0.1 -0.2
C -0.3753 0.8629 -4.3520 0.0 0.3 -2.3
H -1.3236 1.4476 -4.4140 0.8 -0.6 -0.1
H 0.5713 1.4503 -4.4169 -0.8 -0.6 -0.1
C -0.3722 -0.5537 -4.3534 0.0 0.4 -1.1
H 0.5772 -1.1385 -4.4175 -0.8 0.6 -0.1
H -1.3186 -1.1423 -4.4155 0.8 0.6 -0.1
C -1.7666 -0.9234 1.4923 -0.2 -0.2 -0.1
P -0.5728 0.1291 0.6913 1.2 -1.1 -0.9
C -1.3902 1.7232 0.8397 0.4 0.3 0.5
C 0.8659 -0.1738 1.7744 -0.6 0.2 0.5
C 1.4068 -1.4852 1.8705 -0.1 0.8 -0.1
C 2.2571 -1.7768 2.9390 0.0 0.1 -0.1
C 2.5300 -0.7957 3.9058 -0.2 0.2 -0.1
C 1.9422 0.4757 3.8239 0.1 0.0 -0.1
C 1.0924 0.7961 2.7664 0.1 -0.4 -0.5
H -2.7534 -0.7476 1.0344 0.2 -0.5 0.4
H -1.6999 -0.5281 2.5141 -0.5 -0.5 0.1
H -1.3971 -1.9651 1.4570 -0.6 0.5 0.1
H -1.7131 1.7332 1.8963 0.0 0.7 -0.5
H -0.7559 2.5746 0.5399 -0.4 -0.3 0.6
H -2.2717 1.7022 0.1825 0.1 0.0 0.3
H 1.1523 -2.2504 1.1190 0.2 0.4 0.4
H 2.7094 -2.7707 3.0152 -0.2 0.4 0.0
H 3.1963 -1.0233 4.7413 -0.2 0.1 -0.3
H 2.1400 1.2452 4.5660 0.1 -0.3 0.0
H 0.5772 1.7670 2.6747 0.5 -0.5 0.3
```
Positions in Å, forces in eV/Å.

- Strongest force on any atom: 8.38 eV/A
- HOMO level (alpha / beta): -13.6 / -13.6 eV
- Orbital gap (alpha / beta): 5.42 / 5.49 eV
- ΔE to the lowest compared entry with this formula, charge and spin: 0.00 kcal/mol
- Total charge: +2
- DFT total energy: -1398.23439 Eh


A gas-phase ion, H2O5PS2 (charge -1) at a distorted geometry, computed with wB97M-V/def2-TZVPD.

Structure (XYZ):
```
10
Properties=species:S:1:pos:R:3:forces:R:3
O 1.8015 3.2924 -0.0281 -0.1 -0.3 -0.1
S 0.6294 2.6658 0.5585 0.0 0.1 0.6
S 0.3580 0.0940 0.4631 0.4 -2.3 -0.9
O -0.8533 -0.2040 1.1749 -0.7 0.2 0.3
O 0.2906 -1.2624 -0.8142 0.7 0.8 -0.5
P -0.4679 -2.6707 -0.9458 0.0 0.6 0.0
O 0.0871 1.3622 -0.5370 0.2 -0.5 0.2
O 1.0086 1.6422 1.6279 0.1 1.8 0.1
H -1.2551 -2.6258 0.2178 -0.3 -0.2 0.4
H -1.5989 -2.2936 -1.7172 -0.3 -0.1 -0.2
```
Positions in Å, forces in eV/Å.

- Strongest force on any atom: 2.45 eV/A
- HOMO level: -5.1 eV
- Orbital gap: 8.68 eV
- ΔE to the lowest compared entry with this formula, charge and spin: 116.28 kcal/mol
- Total charge: -1
- DFT total energy: -1515.15248 Eh